(1)
Density functional theory data (ωB97M-V/def2-TZVPD) for one molecule with the formula C5H4N2 at a distorted geometry.

Positions of all 11 atoms, in Å:
C -1.642 0.878 2.284
C -1.256 0.401 1.244
C -0.663 -0.277 0.159
N -0.115 0.342 -0.880
C 0.968 -0.129 -1.541
C 1.849 -0.946 -0.808
N 2.559 -1.546 -0.107
H -1.935 1.297 3.222
H -0.430 -1.330 0.247
H -0.474 1.258 -1.143
H 1.170 0.189 -2.551

Frontier orbital gap (spin up / spin down) (eV): 7.18 / 7.43
E_LUMO (spin up / spin down) (eV): -0.52 / -0.43
Highest occupied orbital energy (spin up / spin down) (eV): -7.7 / -7.9

natural (NBO) population analysis, charges in e, atoms 1 to 8:
1 C -0.173
2 C -0.105
3 C -0.090
4 N -0.374
5 C -0.249
6 C 0.204
7 N -0.332
8 H 0.240

(2)
Density functional theory data (ωB97M-V/def2-TZVPD) for a 5-piece molecular cluster, C3H16N2O5S overall at a distorted geometry.

Positions of all 27 atoms, in Å:
N 0.812 0.495 0.239
C 0.850 -0.816 0.903
C 0.103 -0.857 2.234
S 0.799 0.071 3.610
C 0.136 -1.797 -0.005
N 0.724 -3.019 -0.116
O -0.925 -1.571 -0.561
H -0.122 0.883 0.341
H 1.430 1.144 0.711
H 1.901 -1.077 1.017
H 0.063 -1.894 2.590
H -0.943 -0.575 2.111
H 0.022 1.158 3.583
H 1.674 -3.224 0.141
H 0.265 -3.685 -0.718
H -0.215 2.970 -0.567
H -0.349 3.197 0.927
O 0.152 3.498 0.161
H -0.440 -0.973 -2.769
H 1.073 -0.763 -2.414
O 0.403 -0.630 -3.088
H -2.190 -0.091 -0.064
H -1.892 1.278 -0.634
O -2.475 0.832 -0.006
H -0.186 1.027 -2.461
H -0.127 2.507 -2.897
O -0.545 1.911 -2.269

Frontier orbital gap (eV): 9.84
E_LUMO (eV): 0.30
Structure (SMILES): NC(=O)[C@@H](N)CS.O.O.O.O
Highest occupied orbital energy (eV): -9.5

natural (NBO) population analysis, charges in e, atoms 1 to 8:
1 N -0.840
2 C -0.166
3 C -0.551
4 S -0.026
5 C 0.693
6 N -0.812
7 O -0.667
8 H 0.366

(3)
Density functional theory data (ωB97M-V/def2-TZVPD) for a 8-piece molecular cluster, C45H103N10O8P overall at a distorted geometry.

Positions of all 167 atoms, in Å:
C 3.476 -3.844 3.863
O 2.446 -3.303 4.111
N 4.592 -3.823 4.606
C 5.890 -4.414 4.166
C 4.533 -3.039 5.873
H 3.717 -4.425 2.960
H 5.648 -5.251 3.511
H 6.550 -4.757 4.964
H 6.348 -3.704 3.477
H 5.332 -3.462 6.483
H 4.626 -1.976 5.651
H 3.607 -3.076 6.446
C 4.207 -2.173 0.204
O 4.540 -3.329 0.583
N 4.392 -1.576 -1.055
C 4.183 -0.169 -1.243
C 5.183 -2.308 -2.018
H 3.745 -1.395 0.831
H 4.649 0.591 -0.615
H 3.143 0.156 -1.206
H 4.467 0.116 -2.256
H 5.151 -2.078 -3.083
H 6.224 -2.094 -1.772
H 5.147 -3.397 -2.050
C -0.295 -3.312 7.317
O -0.813 -4.384 7.364
N -0.640 -2.409 6.449
C 0.196 -1.329 6.018
C -1.595 -2.786 5.479
H 0.298 -2.910 8.154
H 0.537 -0.622 6.774
H -0.297 -0.675 5.299
H 0.967 -1.847 5.448
H -2.292 -3.563 5.793
H -2.182 -1.909 5.204
H -1.069 -3.193 4.616
C -0.560 1.029 1.080
O -1.236 1.376 0.114
N 0.237 -0.014 0.993
C 0.975 -0.539 2.180
C 0.410 -0.680 -0.282
H -0.705 1.441 2.091
H 0.875 -1.603 2.395
H 0.551 0.072 2.977
H 2.049 -0.376 2.091
H -0.155 -0.354 -1.155
H 1.448 -0.449 -0.519
H 0.318 -1.736 -0.027
O -6.329 4.909 0.410
P -5.422 4.833 1.572
N -6.101 5.196 3.113
C -7.374 6.026 3.043
C -5.854 4.476 4.409
N -4.024 5.859 1.367
C -3.207 5.737 0.177
C -3.874 7.049 2.029
N -4.803 3.251 1.839
C -3.630 3.026 2.707
C -5.451 2.066 1.394
H -8.170 5.451 3.516
H -7.572 6.263 1.997
H -7.100 7.006 3.431
H -4.807 4.542 4.703
H -6.056 3.408 4.328
H -6.515 4.746 5.233
H -3.018 6.728 -0.237
H -2.323 5.146 0.415
H -3.741 5.316 -0.675
H -3.096 7.713 1.654
H -4.787 7.627 1.886
H -3.817 7.004 3.116
H -3.645 2.251 3.474
H -2.669 2.808 2.242
H -3.390 4.022 3.079
H -4.792 1.198 1.416
H -5.892 2.219 0.409
H -6.216 2.024 2.169
C -3.278 -7.356 0.178
C -2.700 -5.889 0.099
C -2.135 -5.815 -1.308
C -1.717 -4.385 -1.665
C -2.750 -3.327 -1.503
C -3.792 -3.556 -0.352
N -3.802 -4.924 0.151
O -4.655 -5.238 1.127
C -3.520 -2.591 0.806
C -5.257 -3.378 -1.027
C -1.575 -5.660 1.195
H -3.538 -7.582 1.212
H -2.480 -8.034 -0.125
H -4.155 -7.442 -0.464
H -1.151 -6.283 -1.262
H -2.733 -6.261 -2.102
H -1.403 -4.350 -2.708
H -0.784 -4.133 -1.162
H -3.195 -3.020 -2.450
H -2.141 -2.449 -1.284
H -4.341 -2.712 1.512
H -2.533 -2.844 1.194
H -3.534 -1.646 0.262
H -5.247 -2.545 -1.731
H -5.478 -4.269 -1.615
H -6.003 -3.475 -0.238
H -0.653 -5.202 0.836
H -1.237 -6.588 1.656
H -1.897 -4.917 1.925
H -5.419 -5.515 0.617
C 0.443 -1.159 -6.186
C 1.315 -1.609 -5.030
C 0.810 -3.079 -4.622
C 1.362 -4.302 -5.384
C 2.945 -4.123 -5.506
C 3.393 -2.802 -6.174
N 2.765 -1.679 -5.429
O 3.348 -0.416 -5.747
C 4.941 -2.730 -5.849
C 3.016 -2.749 -7.683
C 1.136 -0.672 -3.833
H 0.443 -1.917 -6.970
H -0.616 -0.993 -5.988
H 0.896 -0.427 -6.855
H 0.908 -3.265 -3.552
H -0.246 -3.243 -4.836
H 1.242 -5.210 -4.794
H 0.827 -4.300 -6.334
H 3.116 -4.973 -6.167
H 3.554 -4.446 -4.662
H 5.259 -3.406 -5.056
H 5.362 -1.776 -5.532
H 5.426 -2.729 -6.825
H 2.143 -3.370 -7.885
H 3.826 -2.881 -8.401
H 2.585 -1.775 -7.916
H 0.116 -0.290 -3.811
H 1.375 -1.107 -2.863
H 1.625 0.290 -3.989
H 2.962 -0.268 -6.613
C 1.543 6.837 1.826
C 2.191 6.456 0.500
C 3.330 5.566 0.923
C 3.772 4.571 -0.085
C 2.577 3.914 -0.829
C 1.525 4.893 -1.415
N 1.170 5.843 -0.304
O 0.031 6.681 -0.539
C 2.147 5.518 -2.790
C 0.287 4.126 -1.752
C 2.869 7.703 -0.171
H 0.813 7.640 1.724
H 2.226 7.109 2.631
H 1.021 5.950 2.183
H 4.297 6.057 1.033
H 3.111 4.966 1.806
H 4.351 3.806 0.432
H 4.391 5.016 -0.863
H 2.182 3.350 0.016
H 2.792 3.246 -1.663
H 2.439 6.550 -2.596
H 3.058 5.074 -3.191
H 1.402 5.587 -3.584
H -0.170 3.520 -0.970
H -0.497 4.737 -2.200
H 0.522 3.537 -2.638
H 2.088 8.392 -0.493
H 3.445 7.231 -0.967
H 3.493 8.353 0.442
H -0.722 6.162 -0.248

Frontier orbital gap (spin up / spin down) (eV): 1.50 / 7.94
E_LUMO (spin up / spin down) (eV): 1.96 / 1.90
2S+1: 2
Highest occupied orbital energy (spin up / spin down) (eV): 0.5 / -6.0
Total charge: -1

Mulliken population analysis, charges in e, atoms 1 to 8:
1 C 0.164
2 O -0.628
3 N 0.421
4 C -0.938
5 C -1.026
6 H 0.231
7 H 0.293
8 H 0.306

(4)
Density functional theory data (ωB97M-V/def2-TZVPD) for one molecule with the formula C19H22ClNO2.

Positions of all 45 atoms, in Å:
C 2.169 2.773 4.721
H 2.260 3.850 4.857
O 2.233 2.558 3.332
C 2.157 1.280 2.866
C 2.246 1.138 1.481
C 2.189 -0.112 0.892
C 2.027 -1.239 1.691
C 1.934 -1.101 3.062
C 1.999 0.149 3.658
H 1.926 0.225 4.731
H 1.810 -1.975 3.684
H 1.975 -2.215 1.231
C 2.217 -0.253 -0.608
N 0.865 -0.301 -1.131
C 0.250 -1.464 -1.431
O 0.819 -2.535 -1.424
C -1.235 -1.325 -1.794
C -1.503 -0.021 -2.502
C -0.835 0.203 -3.707
C -1.011 1.368 -4.425
C -1.875 2.338 -3.940
C -2.556 2.139 -2.753
C -2.367 0.965 -2.042
H -2.917 0.833 -1.124
H -3.232 2.895 -2.384
Cl -2.105 3.805 -4.828
H -0.488 1.526 -5.355
H -0.164 -0.555 -4.084
H -1.436 -2.131 -2.510
C -2.093 -1.618 -0.542
C -2.096 -3.122 -0.267
H -2.634 -3.338 0.652
H -1.077 -3.487 -0.169
H -2.575 -3.662 -1.081
C -1.610 -0.873 0.703
H -1.508 0.196 0.527
H -2.321 -1.015 1.515
H -0.646 -1.257 1.030
H -3.122 -1.313 -0.765
H 0.316 0.541 -1.063
H 2.695 -1.192 -0.895
H 2.744 0.586 -1.070
H 2.369 2.029 0.885
H 2.990 2.273 5.243
H 1.214 2.436 5.137

Frontier orbital gap (eV): 9.31
E_LUMO (eV): 0.67
Structure (SMILES): COc1cccc(CNC(=O)[C@H](c2ccc(Cl)cc2)C(C)C)c1
Highest occupied orbital energy (eV): -8.6

natural (NBO) population analysis, charges in e, atoms 1 to 8:
1 C -0.253
2 H 0.201
3 O -0.510
4 C 0.385
5 C -0.286
6 C -0.006
7 C -0.252
8 C -0.168

(5)
Density functional theory data (ωB97M-V/def2-TZVPD) for C21H34FeN6O2Sb as an isolated structure at a distorted geometry.

Positions of all 65 atoms, in Å:
Fe -0.396 0.259 0.527
C 0.917 2.246 4.614
C 0.715 1.725 3.229
N -0.367 1.818 2.537
O -1.459 2.429 3.151
C 1.790 1.036 2.523
C 3.234 1.200 2.878
N 1.329 0.293 1.580
O 1.911 -0.388 0.655
H -0.043 2.322 5.118
H 1.358 3.243 4.581
H 1.585 1.596 5.175
H -2.090 2.565 2.430
H 3.443 2.226 3.163
H 3.847 0.932 2.021
H 3.509 0.540 3.700
C -0.620 -1.883 3.461
C -1.897 -1.464 2.838
N -2.033 -0.762 1.731
C -3.378 -0.622 1.524
C -4.061 -1.252 2.518
N -3.108 -1.783 3.342
H 0.206 -1.411 2.939
H -0.501 -2.964 3.402
H -0.587 -1.596 4.510
H -3.744 -0.080 0.674
H -5.110 -1.367 2.694
H -3.281 -2.314 4.182
N -1.860 3.458 -2.307
C -2.089 2.498 -1.386
N -0.993 2.046 -0.831
C 0.036 2.752 -1.424
C 1.412 2.680 -1.226
C 2.201 3.530 -1.968
C 1.660 4.430 -2.892
C 0.300 4.507 -3.111
C -0.502 3.656 -2.363
H -2.555 3.940 -2.853
H -3.079 2.155 -1.147
H 1.827 1.975 -0.522
H 3.270 3.503 -1.835
H 2.324 5.077 -3.443
H -0.117 5.198 -3.827
C -0.428 -3.617 -3.956
C -1.357 -2.801 -3.078
Sb -0.378 -1.557 -1.529
C 1.582 -1.393 -2.461
C 1.550 -0.313 -3.529
C -0.029 -3.078 -0.005
C 0.455 -4.418 -0.514
H -1.012 -4.213 -4.655
H 0.181 -4.303 -3.372
H 0.225 -2.978 -4.544
H -2.058 -3.448 -2.552
H -1.941 -2.117 -3.693
H 1.856 -2.356 -2.889
H 2.292 -1.144 -1.676
H 0.861 -0.585 -4.328
H 2.536 -0.168 -3.967
H 1.227 0.637 -3.107
H -0.978 -3.190 0.521
H 0.688 -2.630 0.682
H -0.303 -4.876 -1.144
H 0.652 -5.093 0.318
H 1.375 -4.308 -1.084

Frontier orbital gap (spin up / spin down) (eV): 8.71 / 8.37
E_LUMO (spin up / spin down) (eV): -1.95 / -2.27
2S+1: 5
Highest occupied orbital energy (spin up / spin down) (eV): -10.7 / -10.6
Total charge: +1

natural (NBO) population analysis, charges in e, atoms 1 to 8:
1 Fe 1.355
2 C -0.683
3 C 0.222
4 N -0.203
5 O -0.556
6 C 0.108
7 C -0.671
8 N -0.206

Values for E, eV, ordered as above
-8225.6794; -27424.6831; -88895.2456; -38168.3703; -76281.8264